No. 1
A molecular structure, C25H40NO3P3Sc in a non-equilibrium geometry, computed with the ωB97M-V functional and the def2-TZVPD basis.

Its largest force on an atom is 2.31 eV Å⁻¹. As for the HOMO-LUMO gap: 6.04 eV. As for the total charge: +1. The value obtained for the HOMO energy is -9.95 eV. Its multiplicity is 1. As for the energy above the lowest of the compared OMol25 structures with the same formula, charge and spin: 4.4 kcal per mole.

Atoms and positions in Å:
C1 2.356 -4.327 -1.558
C2 1.207 -3.555 -1.389
C3 0.683 -3.387 -0.079
C4 1.368 -3.929 1.052
C5 2.577 -4.647 0.831
C6 3.031 -4.873 -0.454
C7 0.765 -3.787 2.309
C8 -0.607 -3.531 2.411
C9 -1.270 -3.019 1.253
C10 -2.677 -2.795 1.274
C11 -3.391 -3.090 2.439
C12 -2.733 -3.548 3.593
C13 -1.369 -3.753 3.590
H1 2.738 -4.494 -2.566
H2 3.101 -5.050 1.700
H3 3.923 -5.476 -0.623
H4 1.317 -4.078 3.201
H5 -4.472 -2.939 2.449
H6 -3.319 -3.739 4.492
H7 -0.845 -4.123 4.475
N1 -0.509 -2.703 0.134
Sc1 -0.299 -0.587 -0.078
C14 0.513 -2.917 -2.577
H8 -0.551 -3.203 -2.620
H9 1.002 -3.208 -3.515
C15 -3.369 -2.211 0.059
H10 -3.062 -2.727 -0.866
H11 -4.460 -2.270 0.161
P1 0.524 -1.070 -2.534
P2 -2.949 -0.410 -0.194
C16 -3.839 0.294 1.243
H12 -3.535 1.337 1.390
H13 -4.921 0.255 1.059
H14 -3.590 -0.275 2.148
C17 -4.096 -0.002 -1.550
H15 -5.123 0.069 -1.162
H16 -3.793 0.966 -1.970
H17 -4.042 -0.766 -2.336
C18 2.316 -0.748 -2.726
H18 2.623 -0.985 -3.754
H19 2.498 0.313 -2.506
H20 2.887 -1.348 -2.008
C19 -0.081 -0.678 -4.191
H21 -0.166 0.413 -4.282
H22 0.625 -1.073 -4.934
H23 -1.071 -1.128 -4.333
H24 0.378 -0.743 1.759
H25 1.411 -0.205 -0.044
C20 3.245 4.010 -1.405
C21 2.323 3.249 -0.493
O1 1.383 2.519 -1.371
P3 -0.140 2.036 -0.987
O2 -0.994 2.633 -2.247
C22 -0.578 3.853 -3.001
C23 -0.471 5.090 -2.165
O3 -0.550 3.052 0.226
C24 -1.921 3.560 0.389
C25 -1.926 4.267 1.714
H26 3.763 3.333 -2.093
H27 4.002 4.520 -0.803
H28 2.702 4.762 -1.990
H29 2.867 2.510 0.113
H30 1.758 3.921 0.164
H31 0.375 3.619 -3.491
H32 -1.350 3.968 -3.768
H33 0.296 5.003 -1.387
H34 -0.175 5.916 -2.817
H35 -1.427 5.374 -1.717
H36 -2.153 4.251 -0.431
H37 -2.635 2.723 0.347
H38 -1.607 3.596 2.517
H39 -2.931 4.623 1.955
H40 -1.258 5.135 1.688

---

No. 2
A molecular structure, C18H31AsN2ReS6, computed with the ωB97M-V functional and the def2-TZVPD basis.

Its largest force on an atom is 0.84 eV Å⁻¹. As for the HOMO-LUMO gap (spin up / spin down): 8.24 / 5.47 eV. Its expectation value of S² is 3.77. As for the total charge: +2. The value obtained for the HOMO energy (spin up / spin down) is -12.98 / -13.09 eV. Its multiplicity is 4. As for the energy above the lowest of the compared OMol25 structures with the same formula, charge and spin: 0.0 kcal per mole.

Atoms and positions in Å:
Re1 -0.516 -0.116 -0.109
C1 2.265 -1.839 -0.746
C2 1.410 -2.939 -0.140
S1 -0.379 -2.569 -0.184
C3 -0.883 -2.999 1.517
C4 -0.201 -2.184 2.603
S2 -0.303 -0.377 2.315
C5 1.391 0.179 2.619
C6 2.430 -0.346 1.648
S3 1.936 -0.166 -0.109
H1 2.112 -1.759 -1.820
H2 3.323 -2.046 -0.582
H3 1.675 -3.139 0.895
H4 1.550 -3.859 -0.703
H5 -0.710 -4.065 1.660
H6 -1.960 -2.836 1.519
H7 0.845 -2.453 2.729
H8 -0.707 -2.369 3.549
H9 1.656 -0.073 3.646
H10 1.325 1.267 2.528
H11 2.663 -1.398 1.812
H12 3.340 0.242 1.756
S4 -2.848 -0.091 0.106
C7 -3.257 1.622 0.105
C8 -4.600 1.988 0.127
C9 -4.944 3.329 0.107
C10 -3.957 4.311 0.071
C11 -2.620 3.957 0.062
C12 -2.262 2.608 0.075
S5 -0.557 2.208 0.062
H13 -5.366 1.223 0.166
H14 -5.989 3.611 0.123
H15 -4.234 5.358 0.053
H16 -1.845 4.716 0.047
S6 2.549 3.025 1.241
C13 3.464 3.566 2.560
N1 2.987 3.948 3.760
C14 4.016 4.514 4.646
C15 5.304 4.332 3.816
N2 4.796 3.701 2.591
H17 2.004 4.110 3.883
H18 4.056 3.973 5.587
H19 3.813 5.561 4.859
H20 6.025 3.691 4.313
H21 5.784 5.282 3.591
H22 5.340 3.588 1.755
C16 0.716 -0.103 -3.761
As1 -0.824 0.005 -2.608
C17 -1.969 -1.381 -3.305
C18 -1.671 1.614 -3.229
H23 0.381 0.001 -4.789
H24 1.213 -1.064 -3.655
H25 1.409 0.701 -3.527
H26 -2.274 -1.103 -4.310
H27 -2.847 -1.475 -2.670
H28 -1.442 -2.332 -3.338
H29 -1.817 1.533 -4.300
H30 -1.041 2.469 -3.002
H31 -2.632 1.732 -2.736

---

No. 3
A single C4H7N3 molecule in a non-equilibrium geometry, computed with the ωB97M-V functional and the def2-TZVPD basis.

Its largest force on an atom is 2.67 eV Å⁻¹. As for the HOMO-LUMO gap: 10.01 eV. The value obtained for the HOMO energy is -9.53 eV. Its multiplicity is 1. As for the energy above the lowest of the compared OMol25 structures with the same formula, charge and spin: 64.7 kcal per mole. Its SMILES is [H]/N=C(\C#N)NCC.

Atoms and positions in Å:
H1 3.033 -0.191 -0.015
N1 2.423 -0.675 0.641
C1 1.218 -0.474 0.311
C2 0.897 0.168 -0.980
N2 1.100 0.382 -2.101
N3 0.122 -0.927 1.011
C3 -1.068 -0.656 0.270
C4 -1.095 1.017 -0.304
H2 0.118 -0.735 2.004
H3 -1.120 -1.335 -0.593
H4 -1.954 -0.833 0.911
H5 -1.915 0.961 -1.008
H6 -0.444 1.807 -0.786
H7 -1.314 1.492 0.638

---

No. 4
10 unconnected molecules or ions with the total composition C16H54N18O10 in a non-equilibrium geometry, computed with the ωB97M-V functional and the def2-TZVPD basis.

Its largest force on an atom is 12.87 eV Å⁻¹. As for the HOMO-LUMO gap (spin up / spin down): 8.53 / 4.22 eV. Its expectation value of S² is 0.75. As for the total charge: +1. The value obtained for the HOMO energy (spin up / spin down) is -10.73 / -10.73 eV. Its multiplicity is 2. As for the energy above the lowest of the compared OMol25 structures with the same formula, charge and spin: 43.2 kcal per mole.

Atoms and positions in Å:
C1 0.530 1.707 0.275
C2 -0.048 0.266 0.401
C3 0.983 -0.839 0.255
O1 1.783 -0.778 -0.956
C4 2.774 -1.856 -1.073
N1 -0.643 0.125 1.761
H1 1.176 1.722 1.152
H2 -0.070 2.618 0.285
H3 0.954 1.695 -0.729
H4 -0.877 0.144 -0.296
H5 0.520 -1.805 0.462
H6 1.696 -0.787 1.077
H7 3.259 -1.837 -0.097
H8 3.403 -1.788 -1.960
H9 2.266 -2.817 -1.150
H10 -1.406 0.785 1.799
H11 -1.212 -0.697 1.623
C5 -4.424 0.252 -5.516
C6 -2.843 0.559 -5.418
C7 -2.348 1.311 -4.177
O2 -0.928 1.514 -4.339
C8 -0.378 2.472 -3.396
N2 -2.165 -0.719 -5.397
H12 -4.622 -0.270 -6.452
H13 -4.884 1.232 -5.642
H14 -4.973 -0.102 -4.643
H15 -2.576 0.990 -6.383
H16 -2.673 0.770 -3.289
H17 -2.767 2.306 -4.330
H18 0.176 2.062 -2.551
H19 -0.982 3.316 -3.061
H20 0.236 3.142 -3.999
H21 -2.242 -1.133 -4.479
H22 -1.172 -0.538 -5.437
C9 -1.536 -3.005 -2.437
O3 -2.185 -2.233 -3.157
N3 -1.725 -4.311 -2.294
N4 -0.562 -2.690 -1.691
H23 -0.927 -4.789 -1.901
H24 -2.511 -4.738 -2.761
H25 -0.194 -1.757 -1.812
H26 -0.119 -3.359 -1.076
C10 6.336 -1.809 -2.141
O4 7.057 -1.375 -2.934
N5 5.882 -3.068 -2.242
N6 6.050 -1.353 -0.969
H27 5.495 -3.734 -1.588
H28 6.443 -3.505 -2.959
H29 5.471 -2.088 -0.588
H30 6.178 -0.388 -0.702
C11 -2.287 3.085 3.038
O5 -2.404 2.283 2.155
N7 -1.494 2.951 4.009
N8 -2.944 4.203 2.954
H31 -1.588 3.590 4.786
H32 -1.210 1.983 4.040
H33 -3.197 4.440 2.005
H34 -2.933 4.825 3.749
C12 0.839 -4.269 1.047
O6 0.311 -4.725 0.023
N9 0.196 -3.870 2.115
N10 2.190 -4.117 1.277
H35 -0.802 -3.722 2.165
H36 0.780 -3.814 2.936
H37 2.877 -4.420 0.601
H38 2.448 -3.600 2.106
C13 -3.277 -1.129 3.241
O7 -2.819 -1.551 2.216
N11 -4.528 -0.996 3.492
N12 -2.505 -0.513 4.058
H39 -4.764 -0.186 4.047
H40 -5.040 -1.550 2.821
H41 -1.607 -0.117 3.819
H42 -2.933 -0.153 4.899
C14 -4.361 0.345 -0.566
O8 -4.988 0.606 -1.609
N13 -4.425 1.108 0.484
N14 -3.692 -0.771 -0.352
H43 -4.784 2.051 0.507
H44 -3.859 0.775 1.252
H45 -3.386 -1.303 -1.154
H46 -3.289 -1.125 0.504
C15 5.113 2.129 0.350
O9 5.640 1.392 -0.354
N15 3.936 1.902 0.826
N16 5.691 3.075 0.832
H47 3.604 2.596 1.480
H48 3.551 1.015 0.535
H49 5.295 3.606 1.595
H50 6.686 3.194 0.706
C16 2.122 2.895 3.934
O10 2.748 3.139 2.934
N17 2.010 3.707 4.898
N18 1.551 1.732 4.019
H51 2.452 4.584 4.664
H52 1.629 3.407 5.785
H53 1.594 1.156 3.191
H54 1.177 1.337 4.871

---

No. 5
2 unconnected molecules or ions with the total composition C9H16NP in a non-equilibrium geometry, computed with the ωB97M-V functional and the def2-TZVPD basis.

Its largest force on an atom is 3.17 eV Å⁻¹. As for the HOMO-LUMO gap: 8.54 eV. The value obtained for the HOMO energy is -8.38 eV. Its multiplicity is 1. As for the energy above the lowest of the compared OMol25 structures with the same formula, charge and spin: 49.4 kcal per mole. Its SMILES is CC1CCC(=C=N)CC1.C=P.

Atoms and positions in Å:
C1 1.443 2.668 -0.272
C2 1.312 1.175 -0.530
C3 -0.060 0.677 -0.204
C4 -0.298 -0.771 -0.625
C5 0.622 -1.646 0.226
C6 0.325 -2.753 0.845
N1 0.018 -3.771 1.427
C7 2.034 -1.159 0.259
C8 2.249 0.355 0.405
H1 1.187 2.856 0.705
H2 0.773 3.426 -0.890
H3 2.428 3.103 -0.368
H4 1.584 0.938 -1.539
H5 -0.889 1.280 -0.569
H6 -0.041 0.569 0.884
H7 -1.347 -1.137 -0.359
H8 -0.084 -1.042 -1.721
H9 0.045 -4.574 0.787
H10 2.395 -1.462 -0.721
H11 2.405 -1.722 1.239
H12 1.992 0.720 1.380
H13 3.324 0.742 0.265
C9 -4.543 0.674 -0.388
P1 -4.510 -0.324 0.960
H14 -3.782 0.782 -1.107
H15 -5.422 1.328 -0.662
H16 -3.161 -0.930 0.575

---

No. 6
A molecular structure, C19H23N5NiO2PS3, computed with the ωB97M-V functional and the def2-TZVPD basis.

Its largest force on an atom is 0.41 eV Å⁻¹. As for the HOMO-LUMO gap (spin up / spin down): 6.22 / 5.56 eV. Its expectation value of S² is 0.76. The value obtained for the HOMO energy (spin up / spin down) is -6.57 / -5.92 eV. Its multiplicity is 2. As for the energy above the lowest of the compared OMol25 structures with the same formula, charge and spin: 15.1 kcal per mole.

Atoms and positions in Å:
Ni1 0.404 -0.829 -0.014
C1 -2.217 -1.947 4.274
C2 -1.006 -1.102 4.595
O1 -0.822 -0.122 3.559
P1 0.490 -0.193 2.627
S1 0.288 1.250 1.286
S2 0.840 -2.059 2.033
O2 1.697 0.143 3.649
C3 1.735 1.439 4.269
C4 2.556 1.324 5.532
H1 -2.406 -2.658 5.080
H2 -2.046 -2.500 3.350
H3 -3.099 -1.317 4.148
H4 -0.114 -1.723 4.692
H5 -1.142 -0.548 5.526
H6 0.720 1.779 4.486
H7 2.177 2.143 3.563
H8 2.139 0.561 6.190
H9 2.558 2.277 6.063
H10 3.587 1.052 5.305
C5 -3.770 -0.463 -1.049
C6 -2.445 -0.211 -0.754
N1 -1.663 -1.108 -0.148
C7 -2.186 -2.280 0.184
C8 -3.494 -2.649 -0.112
C9 -4.302 -1.704 -0.724
C10 -3.998 -3.989 0.247
C11 -3.364 -5.152 0.145
C12 -2.036 -5.434 -0.446
C13 -1.334 -6.566 -0.054
C14 -0.097 -6.779 -0.635
N2 0.417 -5.955 -1.544
C15 -0.347 -4.912 -1.865
N3 -1.542 -4.613 -1.374
H11 -4.374 0.299 -1.521
H12 -1.978 0.739 -0.985
H13 -1.528 -2.954 0.718
H14 -5.336 -1.936 -0.951
H15 -4.998 -4.016 0.672
H16 -3.870 -6.029 0.536
H17 -1.735 -7.249 0.682
H18 0.504 -7.640 -0.364
H19 0.051 -4.227 -2.605
S3 0.730 -0.061 -2.439
C16 2.234 -0.001 -1.759
N4 3.320 0.608 -2.331
C17 4.536 0.660 -1.743
C18 4.716 0.096 -0.524
C19 3.582 -0.508 0.066
N5 2.418 -0.559 -0.516
H20 3.160 1.041 -3.229
H21 5.316 1.169 -2.292
H22 5.672 0.127 -0.027
H23 3.621 -0.955 1.057

---

No. 7
2 unconnected molecules or ions with the total composition C2H8NOS, computed with the ωB97M-V functional and the def2-TZVPD basis.

Its largest force on an atom is 0.38 eV Å⁻¹. As for the HOMO-LUMO gap: 7.04 eV. As for the total charge: -1. The value obtained for the HOMO energy is -2.84 eV. Its multiplicity is 1. As for the energy above the lowest of the compared OMol25 structures with the same formula, charge and spin: 1.4 kcal per mole.

Atoms and positions in Å:
C1 -0.850 -0.776 -0.900
C2 0.286 0.137 -0.407
S1 -0.180 1.233 0.974
N1 -2.115 -0.063 -1.061
H1 -0.909 -1.603 -0.182
H2 -0.565 -1.208 -1.866
H3 0.635 0.740 -1.239
H4 1.090 -0.524 -0.079
H5 -2.105 0.684 -0.355
H6 -2.888 -0.664 -0.810
H7 1.814 0.956 2.137
H8 2.995 0.234 1.543
O1 2.790 0.855 2.246